Entry 1:
Entry from the OMol25 dataset: a structure of composition C32H32AsBrN4O13S2Ti in a non-equilibrium geometry (ωB97M-V/def2-TZVPD).

Output
Electronic energy (hartree): -8891.58602
HOMO energy (eV): -7.737
Energy above the lowest of the compared OMol25 structures with the same formula, charge and spin (eV): 0.000
Multiplicity: 1
Orbital gap (eV): 7.071
Net charge: 0

XYZ file:
```
86
C32H32AsBrN4O13S2Ti ωB97M-V/def2-TZVPD
Ti -0.6422 -0.8294 -0.3133
O 1.5797 -3.1687 -3.0412
C 1.1883 -2.7440 -1.9550
O 0.0326 -2.0236 -1.8492
C 1.8574 -3.1391 -0.6561
C 0.8571 -3.7544 0.2862
C 1.5588 -4.4653 1.4690
C 2.1231 -3.3043 2.3263
C 1.7643 -2.0294 1.5299
O 0.3469 -2.3931 0.9268
C 2.5170 -1.9802 0.1797
C 2.4210 -0.5679 -0.4532
O 3.4243 -0.0345 -0.9051
O 1.2174 -0.0098 -0.2768
H 2.6386 -3.8482 -0.9609
H 0.0600 -4.3102 -0.1869
H 2.3416 -5.1476 1.0861
H 0.8169 -5.0768 2.0467
H 3.2130 -3.3820 2.5167
H 1.5863 -3.2277 3.3070
H 1.8002 -1.0726 2.0830
H 3.5653 -2.2481 0.2366
O -1.4476 -0.4592 3.9983
As -2.1766 0.4614 2.6106
O -2.2747 2.0498 2.9616
O -1.2296 -0.0222 1.2849
C -3.8533 -0.5513 2.3984
C -4.5430 -0.4785 3.6050
C -5.8730 -0.8577 3.6911
C -6.4876 -1.3898 2.5567
C -5.7602 -1.6184 1.3696
C -4.4190 -1.2077 1.2737
S -3.4871 -1.6682 -0.2679
O -4.4044 -2.5266 -1.0218
O -2.1547 -2.3443 0.0825
O -2.9568 -0.4138 -0.9277
H -1.3357 0.2391 4.6965
H -3.9668 -0.1307 4.4938
H -6.4222 -0.7624 4.6416
H -7.5052 -1.7181 2.5771
H -6.1859 -2.1854 0.5650
C -0.7958 3.8575 0.5741
O -0.7038 2.7045 -0.2766
C -0.1619 2.7878 -1.4902
C 0.4866 3.8935 -2.0482
C 0.8932 3.9565 -3.3698
Br 1.7316 5.5286 -3.9938
C 0.7369 2.8450 -4.1704
C 0.1607 1.6561 -3.6342
C -0.2741 1.5776 -2.2789
O -0.8820 0.5754 -1.7312
C -0.0723 0.6082 -4.5422
N -0.3703 -0.7364 -4.3354
C -0.7102 -1.3739 -5.5342
C -1.1350 -2.6948 -5.7912
C -1.3352 -2.9873 -7.1514
C -1.1814 -2.0329 -8.1675
C -0.8496 -0.7141 -7.8676
C -0.5942 -0.3730 -6.5509
N -0.1868 0.8152 -5.8809
H -1.4676 4.6107 0.1449
H 0.1664 4.3211 0.7243
H -1.1277 3.4881 1.5545
H 0.6026 4.7881 -1.4023
H 1.1075 2.8591 -5.2016
H -0.2238 -1.2900 -3.4261
H -1.1768 -3.4130 -4.9761
H -1.6267 -4.0117 -7.4794
H -1.3290 -2.3315 -9.2090
H -0.7712 0.0239 -8.6483
H -0.0523 1.7310 -6.3294
C 1.7153 2.9184 6.0876
N 2.9075 2.8465 5.2525
C 4.1677 3.4755 5.6054
C 5.0182 3.1956 4.3843
N 4.2323 2.2807 3.5916
C 2.9773 2.1705 4.0635
S 1.7035 1.4925 3.1724
H 1.7172 2.1204 6.8667
H 0.8845 2.7785 5.3875
H 1.7633 3.9039 6.5804
H 4.5557 3.0643 6.5552
H 3.9871 4.5578 5.7630
H 6.0285 2.8125 4.6532
H 5.2405 4.1433 3.8472
H 4.4597 1.9112 2.6927
```



Entry 2:
Entry from the OMol25 dataset: a cluster of 2 separate species, C32H32B2Br2FINO11S in total (ωB97M-V/def2-TZVPD).

Output
Electronic energy (hartree): -8114.84105
HOMO energy (eV): -6.994
Multiplicity: 1
Orbital gap (eV): 8.377
Net charge: -1

XYZ file:
```
83
C32H32B2Br2FINO11S ωB97M-V/def2-TZVPD
C -0.3108 -2.6715 6.8064
C -0.9452 -2.6739 5.7929
C -1.6572 -2.7444 4.5588
C -2.7418 -3.6136 4.4802
C -3.4553 -3.7113 3.3085
C -3.0910 -2.9395 2.2276
C -2.0258 -2.0597 2.2817
C -1.3051 -1.9721 3.4596
I 0.2978 -0.6413 3.5668
N -1.7037 -1.2606 1.1510
C -1.5968 -2.0349 -0.0486
C -0.4836 -1.8909 -0.8597
C 0.5838 -0.8916 -0.5338
C 0.1257 0.5667 -0.4740
C 0.2917 1.3164 -1.7948
C 1.7186 1.4975 -2.2996
C 2.4371 2.7011 -1.6818
C 3.2523 2.3711 -0.4383
C 3.6127 3.6180 0.3533
O 4.7079 4.3054 -0.2406
C 5.9376 4.0195 0.3859
C -0.3646 -2.7097 -1.9649
C 0.8560 -2.6640 -2.7921
Br 2.1131 -4.0098 -2.2582
C 1.1087 -1.8296 -3.7898
C 0.2040 -0.7231 -4.1990
Br 2.6969 -1.9256 -4.8079
C -1.3560 -3.6487 -2.3010
C -1.1864 -4.5524 -3.5014
C -1.6053 -3.8903 -4.8193
F -0.5926 -3.9640 -5.7668
C -2.4941 -3.7653 -1.5076
C -3.5998 -4.7523 -1.8207
B -3.2429 -6.1483 -1.1593
O -3.2361 -6.3440 0.2146
O -2.9209 -7.1794 -1.9917
C -2.5783 -2.9458 -0.3831
S -3.9777 -3.0582 0.7070
H 0.2495 -2.6954 7.7027
H -3.0022 -4.2042 5.3401
H -4.2793 -4.4013 3.2316
H -2.4603 -0.5866 1.0382
H 1.3623 -0.9714 -1.2850
H 1.0483 -1.1567 0.4134
H 0.6489 1.0914 0.3176
H -0.9201 0.6347 -0.2078
H -0.1337 2.3075 -1.6556
H -0.3360 0.8192 -2.5390
H 1.6700 1.6770 -3.3736
H 2.3238 0.6012 -2.1643
H 3.1016 3.1434 -2.4195
H 1.6952 3.4550 -1.4292
H 2.6765 1.7231 0.2210
H 4.1593 1.8303 -0.7034
H 2.7603 4.2804 0.3874
H 3.8571 3.3250 1.3759
H 5.9579 4.4507 1.3862
H 6.7172 4.4592 -0.2238
H 6.0932 2.9424 0.4600
H 0.6423 0.2231 -3.8841
H 0.1205 -0.6787 -5.2786
H -0.7697 -0.8338 -3.7414
H -0.1535 -4.8626 -3.6089
H -1.7815 -5.4454 -3.3771
H -2.4693 -4.4004 -5.2417
H -1.8724 -2.8520 -4.6758
H -3.6698 -4.8679 -2.8965
H -4.5585 -4.3634 -1.4978
H -2.5082 -5.8667 0.6284
H -2.4664 -7.8750 -1.5017
B 0.2149 7.0749 3.1824
O 1.3462 7.5912 3.9702
C 1.1748 8.8856 4.2024
O 1.9121 9.6008 4.8148
C -0.1581 9.3056 3.5354
O -0.6335 10.4030 3.5408
O -0.6731 8.2274 2.9599
O 0.6724 6.4864 1.8997
C 0.3046 5.2223 1.8423
O 0.5204 4.4474 0.9509
C -0.4557 4.8849 3.1449
O -0.9179 3.8120 3.4096
O -0.4830 5.9769 3.8886
```



Entry 3:
Entry from the OMol25 dataset: a structure of composition C32H32BeNO in a non-equilibrium geometry (ωB97M-V/def2-TZVPD).

Output
Electronic energy (hartree): -1383.29440
HOMO energy (eV): -2.990
Energy above the lowest of the compared OMol25 structures with the same formula, charge and spin (eV): 0.000
Multiplicity: 1
Orbital gap (eV): 5.488
Net charge: -1

XYZ file:
```
67
C32H32BeNO ωB97M-V/def2-TZVPD
C 1.0341 2.8207 0.3897
C -0.1741 2.7536 -0.3382
C -1.0944 1.9757 0.3833
H -0.3891 3.2825 -1.2666
C -0.4310 1.4536 1.5654
C 0.9344 1.9522 1.5056
H -0.9290 1.0934 2.4669
C 2.4457 0.1222 -2.9692
C 1.6764 1.1690 -3.5668
C 0.2970 0.8796 -3.3515
H 2.0648 2.0258 -4.1160
C 0.2109 -0.3672 -2.6771
C 1.5407 -0.8240 -2.4220
H -2.1501 1.8444 0.1503
H 1.6637 1.8618 2.3131
H 1.8768 3.4737 0.1475
H 1.7981 -1.7336 -1.8761
H -0.5646 1.4887 -3.6345
H 3.5351 0.0432 -2.9447
Be 0.3904 0.0992 0.7133
C -1.0317 -1.1031 -2.2315
C -0.9146 -2.5508 -2.7383
C -2.3102 -0.4693 -2.7806
H -0.7766 -2.5277 -3.8331
H -1.8227 -3.1288 -2.5179
H -0.0575 -3.0755 -2.2963
H -2.2631 -0.4286 -3.8789
H -2.4563 0.5464 -2.3949
H -3.1827 -1.0635 -2.4795
C -1.0149 -0.9831 -0.6662
C -1.5210 -2.1454 0.1616
H -1.5912 -0.0947 -0.3774
H 0.1012 -0.8949 -0.4476
O -0.7778 -3.1113 0.3316
N -2.7573 -1.9806 0.7890
C -2.7443 -1.1404 2.0143
H -3.1821 -2.8895 0.9631
C -3.5326 0.1278 1.8366
C -3.4677 1.1097 2.8354
H -2.8885 0.8997 3.7392
C -4.0941 2.3433 2.6553
H -3.9959 3.1129 3.4282
C -4.8447 2.5765 1.4931
H -5.3431 3.5400 1.3605
C -4.9911 1.5628 0.5367
H -5.6231 1.7186 -0.3411
C -4.3361 0.3334 0.7129
H -4.4431 -0.4731 -0.0131
H -1.7043 -0.8940 2.3083
H -3.1542 -1.7118 2.8641
C 5.8842 0.6222 0.6103
C 4.8411 1.3146 -0.0409
C 3.5460 0.8229 0.0124
C 3.2027 -0.3086 0.7861
C 1.8864 -0.7673 1.0085
C 1.6824 -1.9926 1.5918
C 2.7515 -2.7657 2.1059
C 4.0439 -2.2951 2.0009
C 4.3028 -1.0641 1.3582
C 5.6169 -0.5690 1.2645
H 6.9035 1.0069 0.5842
H 5.0477 2.2325 -0.5886
H 2.7610 1.3027 -0.5710
H 0.6888 -2.4187 1.6746
H 2.5255 -3.7172 2.5824
H 4.8901 -2.8625 2.3875
H 6.4108 -1.1607 1.7274
```



Look up the orbital gap of the first one. 7.071 eV